[1]
Below is a molecular structure, H26O13Xe, with properties calculated with wB97M-V/def2-TZVPD.

```
40
H26O13Xe, DFT wB97M-V/def2-TZVPD
Xe -12.55514 11.82479 -21.45853
O -14.90452 14.90283 -22.89828
O -14.02399 7.54133 -20.85257
O -10.36936 15.10216 -21.51912
O -13.33258 13.41321 -17.66764
O -10.75910 13.89020 -18.96747
O -15.42535 10.26032 -23.19367
O -11.46260 9.71393 -17.45354
O -12.48041 14.65676 -24.11682
O -15.47291 12.27339 -18.84678
O -13.41975 9.77905 -25.04802
O -9.66621 11.00802 -19.36307
O -10.78517 11.36745 -24.96331
O -15.50797 9.93499 -20.32728
H -9.28152 11.78993 -19.75912
H -10.73995 10.91689 -25.80663
H -15.19578 10.62639 -19.74355
H -14.69972 9.89039 -23.69650
H -9.52286 10.31646 -20.00915
H -14.01610 14.95455 -23.25079
H -14.56872 7.00951 -20.27235
H -11.26911 10.43089 -18.05749
H -11.91671 13.88908 -24.21247
H -13.45278 9.32443 -25.88972
H -14.26653 8.44450 -20.64836
H -13.13273 12.85611 -16.91536
H -16.15882 12.14068 -18.19246
H -12.51289 10.07552 -24.97082
H -15.21992 10.04702 -22.28343
H -11.10582 15.66152 -21.76607
H -10.64241 14.69494 -20.69702
H -16.42558 10.15395 -20.48940
H -14.08612 12.99405 -18.08322
H -11.31451 14.51166 -18.49678
H -11.87641 15.39932 -24.11538
H -15.70955 13.09373 -19.27954
H -11.76845 9.00232 -18.01594
H -15.21720 14.03733 -23.16166
H -11.20093 13.04739 -18.86409
H -10.19118 10.87563 -24.39630
```

Calculated values
ΔE to the lowest compared entry with this formula, charge and spin (kJ/mol): 114.6



[2]
Below is a molecular structure, C4H7N2 at a distorted geometry, with properties calculated with wB97M-V/def2-TZVPD.

```
13
C4H7N2, DFT wB97M-V/def2-TZVPD
N 1.89816 -0.11111 0.49903
N 0.59357 0.50299 -0.02971
C 1.38684 -1.23611 0.48593
C 0.21474 1.82347 -0.28041
C -1.36534 -1.08798 -0.09501
C 0.03360 -0.65589 0.04727
H 0.88871 2.36086 0.29132
H -1.55007 -1.59331 -1.05879
H -1.54541 -1.65310 0.78286
H 0.40170 2.12560 -1.26053
H -0.76494 2.00529 0.02727
H 1.76666 -2.23212 0.72060
H -1.95821 -0.24857 -0.12981
```

Calculated values
Total charge: +1
ΔE to the lowest compared entry with this formula, charge and spin (kJ/mol): 493.3



[3]
Below is a molecular structure, C39H33ClN5OPRu at a distorted geometry, with properties calculated with wB97M-V/def2-TZVPD.

```
81
C39H33ClN5OPRu, DFT wB97M-V/def2-TZVPD
Ru 0.75711 0.22351 -0.78083
Cl -4.28922 5.44495 -1.36708
P -0.93276 -1.08314 0.66544
O -0.14925 1.39028 -2.22716
N 0.45365 1.71518 0.59709
N 2.11305 -0.31973 0.75063
N -0.50186 -1.23733 -2.25473
N -1.74954 -2.03320 -0.48264
N 2.41752 -0.07075 -2.18791
C -0.31425 -1.10291 -3.57607
C 2.97551 2.35074 -2.11034
C 4.09695 0.54631 -3.61994
C 0.50005 -3.54540 3.56255
C 2.71605 0.14708 3.05181
C 1.98598 0.43227 1.89069
C -1.04905 -1.78206 -4.51839
C 2.53858 0.96639 4.19261
C -2.28306 -2.76403 -2.71915
C 0.40601 -2.65258 2.50534
C 3.16328 0.98096 -2.62169
C 2.34749 -2.53460 -2.63733
C -3.16113 0.56298 0.33304
C -2.19820 3.93066 -0.55596
C 2.98600 -1.30553 0.74657
C -3.94355 2.13344 1.97407
C 3.90125 -0.78953 -3.77069
C -4.04531 1.55896 0.71571
C -1.89943 -3.59344 3.72513
C -1.94313 2.65694 -3.00476
C -1.20426 2.94153 -0.72129
C -3.04494 4.25270 -1.57984
C -1.05176 2.27903 -1.96614
C -2.04836 -2.64645 -4.06763
C -0.42111 2.66152 0.44860
C 3.78129 -1.64515 1.86344
C -2.95403 1.70582 2.85094
C -0.83832 -2.22556 2.05429
C 0.97478 2.33383 2.95947
C 1.10603 1.54236 1.84477
C -2.91201 3.60486 -2.81612
C -2.07661 0.70259 2.47320
C -0.65292 -4.01762 4.16851
C -1.48911 -2.01766 -1.83849
C -1.99296 -2.69349 2.67892
C 2.84645 -1.15642 -2.85853
C 3.62984 -0.93627 3.01531
C 1.68636 2.03147 4.13941
C -2.17353 0.12466 1.21000
H -0.85286 -1.63959 -5.56896
H 1.30347 -2.29556 2.02761
H 4.80455 1.18173 -4.12122
H -1.83448 2.15963 -3.95833
H -2.87987 2.14394 3.83640
H 1.55706 2.67279 4.99977
H -4.63620 2.90674 2.27320
H 1.99392 2.72250 -2.42263
H -3.06924 -3.39732 -2.33585
H -2.96664 -2.33638 2.36292
H -4.80822 1.89195 0.02607
H -2.29687 4.42384 0.40144
H 4.42079 -1.47483 -4.41556
H 4.20321 -1.17778 3.89872
H -2.47720 -2.66623 -0.17576
H 4.47133 -2.47145 1.78546
H 3.75196 3.01853 -2.47572
H -1.32047 0.36460 3.17257
H -0.58446 -4.71371 4.99251
H 1.47004 -3.87260 3.90874
H -0.62684 3.31332 1.29223
H 1.74431 -2.86738 -3.48534
H 0.33117 3.20053 2.96086
H 0.46092 -0.40594 -3.86335
H 3.18626 -3.22890 -2.55829
H 3.09673 0.74635 5.09089
H 3.06985 -1.86583 -0.17387
H 2.97216 2.35056 -1.01602
H -2.79714 -3.95661 4.20447
H -3.23710 0.13954 -0.66133
H -3.58658 3.86421 -3.62020
H 1.72298 -2.59323 -1.74671
H -2.65013 -3.20557 -4.76956
```

Calculated values
Total charge: +1
ΔE to the lowest compared entry with this formula, charge and spin (kJ/mol): 0.0
⟨S²⟩: 0.835
Spin multiplicity: 2



[4]
Below is 4 unconnected molecules or ions with the total composition C31H47BrF3N2O11, with properties calculated with wB97M-V/def2-TZVPD.

```
95
C31H47BrF3N2O11, DFT wB97M-V/def2-TZVPD
Br -7.88296 0.57570 0.50284
F 3.03335 5.74890 2.01172
F 0.45522 5.11972 2.76369
F 2.63567 4.91213 0.03086
O -0.80658 -8.24865 -0.25020
O 2.23929 -1.83618 -4.20060
O 6.28079 3.37595 5.92251
O -0.95570 -9.82554 -1.72308
O -6.53773 2.25063 -1.17825
O 0.66299 -3.29407 -3.96786
O 0.70700 -8.30866 -1.92517
O 6.16088 2.72360 3.76057
O 7.20455 1.46070 5.16408
O 1.87302 -3.30276 -5.87805
O -2.56112 4.91542 2.11716
N -0.97081 -2.69912 -1.35444
N -1.65960 1.16080 0.26470
C 1.61890 -2.86084 -4.79226
C -0.13744 -7.08162 0.25835
C 6.36209 5.12277 3.33573
C 3.34081 -1.30869 -4.95099
C -2.63984 5.46281 0.80607
C -6.60035 1.88660 -0.05611
C 5.44346 3.92549 3.44603
C -1.90570 -1.88937 -0.57710
C -2.36713 -0.58926 -1.31695
C 0.71695 0.24808 0.08563
C -2.68264 0.52731 -0.38096
C 7.72232 1.22210 6.47792
C -3.14741 2.64150 1.37202
C 2.18803 5.11151 1.24788
C -3.38272 3.80028 2.32615
C 0.26819 3.59986 0.87032
C -4.29823 5.66187 -1.09982
C 1.01363 4.65528 1.64042
C -0.66578 2.79530 1.79894
C 6.52803 2.59960 5.03833
C -0.38294 0.71369 0.01001
C -3.96859 0.93604 -0.12597
C -4.22590 1.98750 0.74558
C 0.64873 -5.73310 -4.28942
C -0.25450 -8.75894 -1.35468
C -0.51424 -10.43441 -2.94095
C -0.42898 -5.84882 -0.57046
C -1.86276 2.20660 1.13062
C -5.65542 2.40575 1.00940
C -4.02219 5.98553 0.37802
C -0.09542 -4.42546 -4.43960
H -3.17059 3.43387 3.33331
H 0.98350 -5.86670 -3.26291
H -1.94820 6.30226 0.81160
H -4.91341 6.42814 -1.56241
H -3.28649 -0.81755 -1.84972
H -0.09339 1.96017 2.21093
H 3.03528 -1.05489 -5.96295
H -4.82339 5.61944 1.01467
H -0.05092 -2.28230 -1.24846
H 0.02604 -4.96372 -0.13172
H 0.54824 -10.66140 -2.89962
H -1.62880 -0.25331 -2.04553
H 6.93547 1.29419 7.22485
H 4.15606 -2.02888 -4.97831
H -1.08157 -11.35404 -3.04345
H -0.96063 3.40435 2.64336
H -0.40920 -4.25510 -5.46919
H -0.50168 -6.95972 1.27666
H -0.04032 -5.96546 -1.57714
H -1.45802 -1.61779 0.37369
H -4.76901 4.68572 -1.21425
H 6.82031 5.35157 4.29630
H -5.73191 3.48954 0.97566
H 8.12642 0.21467 6.46631
H -0.00483 -6.56401 -4.55311
H 0.93405 -7.27337 0.30987
H 8.51605 1.93163 6.70361
H -3.36316 5.65600 -1.66071
H -4.01404 7.06983 0.45964
H 1.52920 -5.77411 -4.92873
H 5.80419 5.99791 3.00293
H -1.50458 -5.68605 -0.65110
H 4.65514 4.09259 4.18059
H 4.96915 3.72864 2.48506
H 7.16264 4.92198 2.62302
H -0.72302 -9.78034 -3.78606
H 1.74231 -0.04318 0.08583
H -2.80212 -2.48497 -0.41694
H -5.96604 2.04314 1.98829
H 3.66357 -0.41243 -4.42973
H -1.17398 -2.60029 -2.34311
H -2.26093 4.76649 0.05018
H 1.01252 2.92945 0.45486
H -4.42771 4.09236 2.34239
H -0.26398 4.02584 0.01732
H -0.98900 -4.43787 -3.81579
H -4.75043 0.40418 -0.64264
```

Calculated values
Total charge: +1
ΔE to the lowest compared entry with this formula, charge and spin (kJ/mol): 0.0